[1]
This record from the Open Molecules 2025 dataset describes 2 unconnected molecules or ions with the total composition C3H4ClNO at a distorted geometry. The level of theory is ωB97M-V with the def2-TZVPD basis set.

Computed properties:
**E_HOMO (spin up / spin down)**: -8.00 / -8.36 eV
**Net charge**: 0
**ΔE to the lowest compared entry with this formula, charge and spin**: 677.4 kJ/mol

Geometry (Å):
1 C -1.044 0.794 -0.893
2 C 1.338 0.312 -0.036
3 C 1.517 -0.844 0.483
4 N -1.885 1.466 -0.353
5 O -1.693 2.238 0.746
6 Cl 2.431 1.608 -0.240
7 H -0.820 0.183 -1.782
8 H -2.513 2.531 0.918
9 H 2.480 -1.180 0.516
10 H 0.699 -1.543 0.827

These are the Löwdin partial charges, in e, on atoms 1 to 8: number 1, C, carries 0.056; number 2, C, carries -0.660; number 3, C, carries -0.134; number 4, N, carries -0.092; number 5, O, carries 0.032; number 6, Cl, carries 0.590; number 7, H, carries 0.078; number 8, H, carries 0.033

---

[2]
This record from the Open Molecules 2025 dataset describes C3H4ClNO in the gas phase at a distorted geometry. The level of theory is ωB97M-V with the def2-TZVPD basis set.

Computed properties:
**E_HOMO**: -10.30 eV
**Net charge**: 0
**ΔE to the lowest compared entry with this formula, charge and spin**: 64.6 kJ/mol

Geometry (Å):
1 H -1.070 2.397 -0.671
2 N -0.429 1.625 -0.469
3 C -0.964 0.536 -0.052
4 Cl -2.710 0.319 0.176
5 C -0.158 -0.752 0.011
6 C 1.261 -0.571 0.211
7 O -0.682 -1.818 -0.145
8 H 1.673 0.282 -0.339
9 H 1.809 -1.504 -0.091
10 H 1.270 -0.513 1.370

These are the Löwdin partial charges, in e, on atoms 1 to 8: number 1, H, carries 0.066; number 2, N, carries 0.120; number 3, C, carries -0.681; number 4, Cl, carries 0.645; number 5, C, carries -0.536; number 6, C, carries -0.033; number 7, O, carries 0.091; number 8, H, carries 0.081

---

[3]
This record from the Open Molecules 2025 dataset describes 2 unconnected molecules or ions with the total composition C3H4ClNS at a distorted geometry. The level of theory is ωB97M-V with the def2-TZVPD basis set.

Computed properties:
**E_HOMO (spin up / spin down)**: -8.98 / -8.98 eV
**Net charge**: 0
**ΔE to the lowest compared entry with this formula, charge and spin**: 233.4 kJ/mol

Geometry (Å):
1 C 2.677 -2.228 1.052
2 C -0.031 -0.068 -0.548
3 C 0.022 -0.760 0.690
4 N 2.551 -3.377 0.951
5 S 2.650 -0.618 1.424
6 Cl 0.053 -2.497 0.573
7 H 0.367 0.873 -0.365
8 H -0.998 0.144 -0.816
9 H 0.483 -0.635 -1.385
10 H -0.049 -0.426 1.731

These are the Löwdin partial charges, in e, on atoms 1 to 8: number 1, C, carries -0.972; number 2, C, carries -0.181; number 3, C, carries -0.545; number 4, N, carries 0.007; number 5, S, carries 0.630; number 6, Cl, carries 0.737; number 7, H, carries 0.066; number 8, H, carries 0.066

---

[4]
This record from the Open Molecules 2025 dataset describes 2 unconnected molecules or ions with the total composition C3H4ClNS2 at a distorted geometry. The level of theory is ωB97M-V with the def2-TZVPD basis set.

Computed properties:
**E_HOMO**: -8.53 eV
**Net charge**: 0
**ΔE to the lowest compared entry with this formula, charge and spin**: 497.9 kJ/mol

Geometry (Å):
1 C -0.264 0.256 0.886
2 C -0.240 -1.350 -1.282
3 C 0.433 -0.603 -2.225
4 H -0.244 1.586 4.446
5 H 0.780 0.119 0.653
6 H 0.061 -2.359 -1.389
7 H 1.075 -0.918 -2.876
8 N -0.817 0.976 1.791
9 S 0.199 2.212 2.367
10 S -1.131 -0.972 0.079
11 Cl 0.148 1.053 -2.450

These are the Löwdin partial charges, in e, on atoms 1 to 8: number 1, C, carries -0.695; number 2, C, carries -0.559; number 3, C, carries -0.586; number 4, H, carries 0.100; number 5, H, carries 0.064; number 6, H, carries 0.051; number 7, H, carries -0.011; number 8, N, carries -0.511

---

| no. | M (g/mol) |
| --- | --- |
| 1 | 105.524 |
| 2 | 105.524 |
| 3 | 121.592 |
| 4 | 153.659 |